# 1
Density functional theory data (the ωB97M-V functional and the def2-TZVPD basis) for 3 unconnected molecules or ions with the total composition C8H18O2 at a distorted geometry.

Positions of all 28 atoms, in Å:
C 0.2967 -0.5199 -0.1017
C -2.3069 -0.6061 -0.2787
C 2.0780 1.0267 -0.5907
C -0.3546 0.5798 -0.5749
C -3.2216 0.5389 0.0559
C -2.3462 -1.7431 0.7032
C 3.1361 -0.0377 -0.6766
C 2.1941 1.9450 0.5919
O 0.4890 -1.6003 -0.8889
O 0.5319 -0.6819 1.2173
H 1.3131 -2.0364 -0.6286
H 0.2084 -1.5487 1.5001
H -2.3677 -0.9398 -1.3129
H 1.9219 1.5400 -1.5382
H -0.4276 0.7204 -1.6392
H -0.5977 1.3711 0.1138
H -3.1892 1.3259 -0.7011
H -2.9515 0.9904 1.0182
H -4.2743 0.2261 0.1504
H -3.3497 -2.1926 0.7849
H -2.0930 -1.4048 1.7162
H -1.6801 -2.5622 0.4152
H 4.1532 0.3842 -0.7316
H 3.1274 -0.6775 0.2164
H 3.0166 -0.6645 -1.5647
H 2.0868 1.3886 1.5288
H 3.1731 2.4493 0.6364
H 1.4337 2.7293 0.5788

Force components x, y, z for each atom (eV/Å):
C 1.06 1.05 -0.51
C -0.46 0.48 -0.34
C 1.03 -0.18 0.16
C -1.63 -1.47 0.45
C -0.14 0.01 0.04
C 0.17 -0.05 0.16
C 0.09 0.04 0.00
C -0.08 -0.06 0.06
O 0.04 0.12 0.14
O 0.09 -0.08 0.12
H 0.00 0.04 -0.01
H -0.01 0.02 -0.08
H -0.01 0.03 0.01
H -0.23 -0.09 0.00
H -0.01 0.04 0.01
H 0.09 0.05 -0.04
H 0.02 -0.02 0.03
H 0.00 -0.01 -0.05
H 0.07 -0.01 -0.02
H 0.04 0.14 -0.09
H 0.00 -0.05 -0.05
H 0.04 0.06 0.05
H -0.07 -0.02 0.02
H 0.00 0.01 -0.03
H -0.02 -0.01 0.03
H 0.00 0.02 -0.01
H -0.08 -0.07 -0.06
H 0.01 -0.02 0.01

Computed properties:
frontier orbital gap (spin up / spin down): 6.696 / 6.548 eV
highest occupied orbital energy (spin up / spin down): -6.14 / -5.99 eV
electronic energy: -465.9027 hartree
ΔE to the lowest compared entry with this formula, charge and spin: 563.2 kJ/mol

# 2
Density functional theory data (the ωB97M-V functional and the def2-TZVPD basis) for 4 unconnected molecules or ions with the total composition C2H12N2O3 at a distorted geometry.

Positions of all 19 atoms, in Å:
H -1.5815 -1.5112 -0.9630
N -1.6949 -1.2410 -0.0002
C -0.7370 -1.4508 0.8030
N 0.5654 -1.7019 0.4112
C 1.7111 -0.9753 0.9845
H -0.9029 -1.5889 1.8645
H 0.8204 -2.0043 -0.5086
H 2.5349 -1.3380 0.3689
H 1.8379 -1.2091 2.0430
H 1.8203 0.1160 0.9512
O -0.7913 2.0651 -1.9361
H -0.8694 2.6694 -1.1877
H -1.2567 1.3042 -1.6202
O 3.7027 1.2880 -1.0927
H 4.3567 1.0035 -1.7059
H 2.9526 0.7234 -1.2652
O -3.0458 1.1085 1.2682
H -2.6750 0.4289 0.6549
H -3.7590 0.7173 1.7772

Force components x, y, z for each atom (eV/Å):
H 0.76 0.54 -0.47
N -1.61 -0.69 1.14
C 0.96 -0.37 -1.87
N 0.90 0.57 0.98
C 0.39 -0.67 0.28
H -0.04 0.98 0.31
H -0.93 0.13 -0.52
H 0.41 -0.08 0.64
H 0.23 -0.35 -0.10
H -1.02 0.06 -0.50
O 0.38 0.68 0.06
H 0.09 0.12 -0.16
H -0.49 -0.84 0.16
O -0.51 0.41 0.83
H 0.89 -0.27 -0.76
H -0.40 -0.11 -0.07
O 0.58 0.04 -0.57
H -0.67 0.14 0.85
H 0.06 -0.29 -0.22

Computed properties:
frontier orbital gap: 9.914 eV
highest occupied orbital energy: -9.40 eV
electronic energy: -418.5843 hartree
structure (SMILES): [H]/N=C\NC.O.O.O
ΔE to the lowest compared entry with this formula, charge and spin: 143.6 kJ/mol